No. 1
Below is a 3-piece molecular cluster, C24H39F6N3O5 overall in a non-equilibrium geometry, with properties calculated with the ωB97M-V functional and the def2-TZVPD basis.

Structure (XYZ):
```
77
C24H39F6N3O5 the ωB97M-V functional and the def2-TZVPD basis
C 2.9425 -0.6372 4.0611
C 2.3660 -0.2171 3.0827
C 1.8438 0.0263 1.6725
O 2.3252 1.2370 1.0889
C 3.7404 1.3897 1.2054
C 4.0625 2.4732 2.2882
C 3.0956 3.6751 2.1325
C 2.6910 4.4643 3.1884
C 0.2478 0.1703 1.6976
N 0.0387 1.5942 2.1232
N -0.4202 -0.6239 2.7216
C -0.3754 -1.8945 2.6178
C -1.0826 -2.6861 3.7568
C 0.2597 -2.7715 1.5372
N -0.2370 0.0452 0.3151
C -1.6785 -0.1328 0.1382
C -2.5552 1.1861 0.1882
C -3.4191 1.3462 1.4708
C -4.3728 0.1426 1.7649
C -4.3492 2.6115 1.2290
H 3.4519 -1.0523 4.9269
H 2.1030 -0.8113 0.9883
H 4.2982 0.4400 1.3404
H 4.0880 1.8222 0.2315
H 3.8612 2.0760 3.3147
H 5.0961 2.8688 2.2214
H 2.7167 3.9270 1.1151
H 2.8948 5.5512 3.2518
H 2.0933 3.9808 3.9887
H -0.1750 2.1846 1.3307
H -0.6616 1.6463 2.8554
H -1.5057 -1.9681 4.4926
H -1.9653 -3.2115 3.3170
H -0.4059 -3.4311 4.2224
H 0.5357 -2.2646 0.5961
H 1.2107 -3.1793 1.9679
H -0.3723 -3.6640 1.3214
H 0.1550 0.7436 -0.3085
H -1.8102 -0.5232 -0.9033
H -2.1345 -0.8954 0.7959
H -3.2823 1.1201 -0.6622
H -1.9554 2.1023 -0.0326
H -2.8517 1.5746 2.3957
H -4.8225 -0.3230 0.8657
H -3.7837 -0.6148 2.3408
H -5.1585 0.4879 2.4766
H -5.0465 2.7424 2.0791
H -4.8538 2.5036 0.2465
H -3.6737 3.4986 1.1772
C 2.1462 2.6331 -1.8149
C 1.0365 3.2272 -2.6585
O 1.2037 2.8946 -4.0498
C 0.8148 1.6694 -4.4035
O 0.3548 0.8532 -3.6578
C 1.0045 1.4661 -5.9084
F 2.2094 1.8851 -6.3258
F 0.0839 2.1487 -6.6104
F 0.8928 0.1793 -6.2560
H 3.1218 2.9407 -2.1959
H 2.0531 2.9545 -0.7769
H 2.1226 1.5425 -1.8390
H 1.0711 4.3149 -2.5997
H 0.0509 2.9149 -2.3086
C -0.9893 -2.3906 -3.4132
C -0.6228 -3.7227 -4.0359
O -0.1775 -4.6420 -3.0233
C -1.1347 -5.2227 -2.3013
O -2.3101 -5.0383 -2.4355
C -0.5152 -6.1777 -1.2801
F 0.5242 -5.6085 -0.6464
F -0.0551 -7.3015 -1.8564
F -1.3952 -6.5532 -0.3464
H -0.1572 -1.9974 -2.8265
H -1.2529 -1.6640 -4.1815
H -1.8369 -2.4964 -2.7343
H 0.2117 -3.5966 -4.7255
H -1.4515 -4.1446 -4.6066
```

Values from the calculation:
* highest occupied orbital energy: -7.766 eV
* multiplicity: 1
* DFT total energy: -2077.36707 a.u.

---

No. 2
Below is C24H39IrN3Si2 as an isolated structure in a non-equilibrium geometry, with properties calculated with the ωB97M-V functional and the def2-TZVPD basis.

Structure (XYZ):
```
69
C24H39IrN3Si2 the ωB97M-V functional and the def2-TZVPD basis
Ir 0.0052 0.2992 0.5169
N 0.5566 2.6517 2.6285
C 0.6457 1.4014 3.2219
C 1.0277 1.3534 4.5698
C 1.1081 0.1367 5.1946
C 0.7733 -1.0191 4.4875
C 0.4024 -0.8948 3.1787
N 0.3572 0.2954 2.5328
C 0.0672 3.1017 1.4147
C 0.0537 4.4873 1.2092
C -0.4002 4.9997 0.0218
C -0.8655 4.1274 -0.9610
C -0.8326 2.7845 -0.7073
N -0.3519 2.2626 0.4590
H 0.8324 3.4028 3.2393
H 1.2420 2.2719 5.0990
H 1.4076 0.0805 6.2322
H 0.7972 -1.9946 4.9491
H 0.0999 -1.7493 2.5929
H 0.4174 5.1356 1.9953
H -0.3960 6.0687 -0.1410
H -1.2588 4.4822 -1.9014
H -1.2047 2.0481 -1.4029
C 3.2454 -0.2202 1.7616
Si 2.3690 0.0655 0.1117
C 2.0755 -1.5889 -0.7701
C 3.3565 -2.3797 -1.0418
C 1.1579 -2.3303 0.2123
C 1.2959 -1.4471 -2.0893
C 3.3147 1.4654 -0.7620
C 4.7814 1.0439 -0.9422
C 2.7287 1.8246 -2.1323
C 3.2776 2.7269 0.1091
H 4.2856 -0.5190 1.6102
H 2.7722 -1.0025 2.3536
H 3.2555 0.6901 2.3638
H 4.0178 -2.4241 -0.1734
H 3.9145 -1.9524 -1.8752
H 3.1081 -3.4113 -1.3143
H 1.6327 -2.5406 1.1707
H 0.8103 -3.2767 -0.2109
H 0.2079 -1.7565 0.4203
H 1.8577 -0.8989 -2.8437
H 0.3348 -0.9448 -1.9604
H 1.0844 -2.4399 -2.4995
H 4.8900 0.1932 -1.6174
H 5.2622 0.7896 0.0036
H 5.3429 1.8765 -1.3769
H 2.7797 0.9974 -2.8390
H 3.2925 2.6546 -2.5699
H 1.6843 2.1404 -2.0613
H 3.6541 2.5564 1.1200
H 2.2698 3.1387 0.1785
H 3.9079 3.4969 -0.3465
C -5.5569 -1.6036 0.5398
Si -4.8096 -0.6213 -0.8571
C -4.9667 -1.5180 -2.4807
C -5.5676 1.0814 -0.9486
C -3.0087 -0.3911 -0.4878
C -1.8165 -0.2493 -0.2546
H -6.6014 -1.8437 0.3300
H -5.5242 -1.0351 1.4711
H -5.0203 -2.5408 0.6952
H -6.0182 -1.6858 -2.7232
H -4.4694 -2.4885 -2.4443
H -4.5208 -0.9420 -3.2934
H -6.6201 1.0253 -1.2347
H -5.0530 1.7035 -1.6831
H -5.5102 1.5801 0.0208
```

Values from the calculation:
* total charge: +1
* highest occupied orbital energy (spin up / spin down): -10.629 / -10.626 eV
* ΔE to the lowest compared entry with this formula, charge and spin: 1.933 eV
* multiplicity: 1
* DFT total energy: -1785.27039 a.u.

---

No. 3
Below is C24H39N3O18PV as an isolated structure in a non-equilibrium geometry, with properties calculated with the ωB97M-V functional and the def2-TZVPD basis.

Structure (XYZ):
```
86
C24H39N3O18PV the ωB97M-V functional and the def2-TZVPD basis
C -6.4534 5.9682 -22.1852
C -6.1741 7.4501 -22.3203
C -5.3033 7.9546 -21.1317
O -3.9232 7.5208 -21.2011
C -2.9526 7.8723 -20.2307
N -5.5439 7.5370 -23.6655
H -6.3223 7.5062 -24.3084
H -5.1185 8.4337 -23.8526
H -4.8833 6.7788 -23.7596
H -5.5546 5.3517 -22.1734
H -7.1790 5.5190 -22.8633
H -6.7135 5.7776 -21.1440
H -7.1445 7.9311 -22.4429
H -5.6903 7.8137 -20.1226
H -5.3587 9.0431 -21.1480
H -3.0646 7.2064 -19.3751
H -3.1050 8.9516 -20.2313
H -2.0282 7.6587 -20.7674
O -2.7207 3.9828 -24.0214
V -2.7618 5.1205 -25.1134
O -2.5889 6.5203 -24.3680
P -4.8059 5.3508 -26.8365
O -4.9388 5.2354 -25.3635
O -3.3584 5.6928 -27.1667
O -5.6420 6.3922 -27.4619
O -5.0791 4.1710 -27.7566
C 1.6952 5.2479 -26.6043
C 0.4554 4.8596 -25.6945
O -0.8413 4.9847 -26.2219
H 2.6482 5.1099 -26.0936
H 1.6678 6.2658 -26.9934
H 1.6514 4.5429 -27.4344
H 0.6018 5.3733 -24.7443
H 0.7006 3.8297 -25.4349
C -2.1451 2.7328 -18.6036
O -2.0102 1.8852 -17.6969
N -3.2439 3.0289 -19.3260
C -3.1536 4.1148 -20.3184
C -4.6031 2.5561 -19.1446
H -1.3113 3.3556 -18.9631
H -3.8536 4.8886 -20.0032
H -3.5146 3.9556 -21.3345
H -2.1711 4.5440 -20.5148
H -5.0842 2.3105 -20.0913
H -4.7391 1.6788 -18.5121
H -5.1241 3.4142 -18.7201
C -0.1974 8.7875 -25.6403
O 0.4576 9.1591 -26.6179
N 0.4201 8.3577 -24.4752
C -0.3433 8.2553 -23.2690
C 1.8350 7.9789 -24.4241
H -1.2973 8.8276 -25.6664
H -1.3708 8.6151 -23.2150
H 0.2045 8.8727 -22.5572
H -0.2419 7.2107 -22.9745
H 1.9202 7.1004 -23.7846
H 2.2317 7.7948 -25.4225
H 2.4292 8.7663 -23.9603
C -5.6318 2.1863 -23.6887
C -6.8561 2.5983 -24.1454
C -8.1250 2.0153 -23.5981
O -9.2682 2.4141 -23.9375
C -7.9005 1.0612 -22.4871
C -6.6621 0.6755 -22.0980
C -5.3994 1.3136 -22.5974
O -4.3231 1.0128 -22.1434
O -6.4850 -0.3609 -21.1935
O -6.9925 3.3993 -25.1634
H -4.7038 2.6048 -24.0494
H -8.7791 0.5691 -22.0969
H -5.5832 -0.6704 -21.3062
H -6.2368 3.9901 -25.1243
C -1.7341 1.0589 -26.3741
C -1.3079 0.1111 -27.1523
C -1.9435 -0.5246 -28.3697
O -1.4591 -1.3097 -29.1749
C -3.3066 0.0911 -28.5377
C -3.7515 1.1252 -27.8545
C -2.9846 1.6778 -26.7478
O -3.1618 2.7697 -26.1682
O -4.9244 1.6905 -28.1555
O -0.0323 -0.3412 -26.9591
H -1.1794 1.4560 -25.5368
H -3.8690 -0.2938 -29.3756
H -5.0028 2.5464 -27.7279
H 0.2779 -0.9774 -27.6077
```

Values from the calculation:
* total charge: -1
* highest occupied orbital energy (spin up / spin down): -5.256 / -5.252 eV
* multiplicity: 2
* DFT total energy: -3741.87759 a.u.

---

Which formula does entry 2 have?
C24H39IrN3Si2